1.
Formula: C4H5FN2O
Source: the Open Molecules 2025 dataset
Level of theory: ωB97M-V/def2-TZVPD

Cartesian coordinates (Å):
C  0.86275  0.24211  0.28632
C  -0.28417  0.41921  0.90439
C  -1.44495  0.22375  -0.01025
C  -0.79216  -0.24850  -1.11586
H  2.53855  -0.09154  1.45926
H  2.83638  1.20754  0.60179
H  -0.21435  0.59139  1.96711
H  -3.41643  -1.20205  -0.15413
H  1.21965  -0.94428  -1.47878
N  2.21298  0.33920  0.62276
N  0.59096  -0.08882  -1.00455
O  -2.80903  0.29058  0.16680
F  -1.30017  -0.73859  -2.24487

Calculated values
* energy above the lowest of the compared OMol25 structures with the same formula, charge and spin: 5.1354 eV
* HOMO energy: -8.1 eV
* largest force on an atom: 0.1160 hartree/bohr
* gap between HOMO and LUMO: 6.85 eV

2.
Formula: C8H19NO6SSi2
Source: the Open Molecules 2025 dataset
Level of theory: ωB97M-V/def2-TZVPD

Cartesian coordinates (Å):
C  0.86140  1.20685  2.97679
C  1.42720  1.16586  1.48579
O  1.29508  2.17966  0.77866
N  2.12106  -0.07837  1.03197
C  3.46470  0.36430  0.64201
C  4.29976  -0.15436  -0.60383
O  4.02090  1.20738  1.39355
Si  1.23018  -0.88826  -0.29390
C  0.60145  0.26505  -1.67618
C  -1.01367  0.34071  -1.78627
C  -1.65006  1.56575  -0.97106
C  -2.40460  1.03046  0.34389
S  -4.09455  0.37602  -0.10155
O  -4.08727  -0.25329  -1.47637
O  -5.05273  1.52460  -0.09060
O  -4.57093  -0.73220  1.06266
O  -0.14462  -1.67236  0.46390
Si  -0.38368  -3.26364  -0.17015
H  1.06294  2.24979  3.37317
H  1.39918  0.42993  3.60171
H  -0.26452  1.06997  2.93015
H  4.05758  0.46790  -1.54044
H  4.25394  -1.27289  -0.78389
H  5.39858  0.08396  -0.36754
H  2.03302  -1.97370  -0.89822
H  0.94421  -0.20677  -2.67165
H  1.03609  1.31474  -1.66845
H  -1.25110  0.54076  -2.89407
H  -1.51342  -0.65437  -1.54440
H  -2.43750  2.12069  -1.59883
H  -0.84028  2.32629  -0.73958
H  -1.84588  0.19147  0.87187
H  -2.46568  1.89258  1.09968
H  -4.13212  -1.58794  0.86095
H  -1.59114  -3.91131  0.38802
H  -0.50944  -3.14265  -1.64003
H  0.74592  -4.12262  0.21226

Calculated values
* energy above the lowest of the compared OMol25 structures with the same formula, charge and spin: 2.2163 eV
* HOMO energy: -10.5 eV
* largest force on an atom: 0.1004 hartree/bohr
* gap between HOMO and LUMO: 10.70 eV

3.
Formula: C16H23BrN2O3S2
Source: the Open Molecules 2025 dataset
Level of theory: ωB97M-V/def2-TZVPD

Cartesian coordinates (Å):
O  -2.98477  -0.58664  -1.07726
C  -2.29738  0.34176  -0.62669
C  -1.41207  0.08419  0.57699
C  -2.12107  -0.39437  1.80650
C  -1.13557  -0.66548  2.94652
C  -0.00881  -1.60168  2.50954
N  0.55319  -1.11592  1.25990
S  1.84781  -2.14537  0.79525
O  2.31567  -1.64775  -0.51223
O  1.34169  -3.51936  0.75062
C  3.15494  -1.92084  1.99709
C  3.50584  -2.79936  3.01595
C  4.76881  -2.38315  3.63089
C  5.23778  -1.19557  3.10646
Br  6.86511  -0.46397  3.78994
S  4.23650  -0.55706  1.81397
C  -0.34966  -0.88495  0.14049
N  -2.25247  1.54421  -1.34382
C  -2.83310  1.58743  -2.68311
C  -2.00689  0.74287  -3.68739
C  -0.51269  0.96132  -3.62607
C  -0.08674  2.37892  -3.22032
C  -0.03569  2.56850  -1.68253
C  -1.41459  2.69840  -1.04571
H  -0.91379  0.98593  0.89880
H  -2.70987  -1.25290  1.53565
H  -2.78685  0.41296  2.07136
H  -0.68041  0.29857  3.25965
H  -1.63444  -1.04963  3.83824
H  0.76336  -1.60830  3.27292
H  -0.41034  -2.60256  2.39039
H  2.99810  -3.73545  3.28050
H  5.28306  -2.91971  4.45986
H  0.16996  -0.44206  -0.70398
H  -0.75592  -1.83766  -0.24493
H  -2.88796  2.60970  -3.05823
H  -3.87326  1.22066  -2.68736
H  -2.40023  1.00551  -4.69255
H  -2.26792  -0.32737  -3.51452
H  -0.11910  0.72891  -4.61429
H  -0.07422  0.22452  -2.91620
H  0.93556  2.58252  -3.57929
H  -0.74818  3.15523  -3.67787
H  0.51227  3.47164  -1.40787
H  0.45070  1.68016  -1.23937
H  -1.90711  3.60976  -1.34203
H  -1.31923  2.76341  0.03612

Calculated values
* energy above the lowest of the compared OMol25 structures with the same formula, charge and spin: 1.0015 eV
* HOMO energy: -9.0 eV
* SMILES string: O=C([C@H]1CCCN(S(=O)(=O)c2ccc(Br)s2)C1)N1CCCCCC1
* largest force on an atom: 0.0657 hartree/bohr
* gap between HOMO and LUMO: 8.90 eV

4.
Formula: C11H9Br2F6N4O5PbS3
Source: the Open Molecules 2025 dataset
Level of theory: ωB97M-V/def2-TZVPD

Cartesian coordinates (Å):
Pb  1.68675  -0.22966  0.07971
N  3.72274  -2.66681  3.60089
C  2.95093  -1.93805  2.70741
S  3.68806  -1.68165  1.13619
N  1.79868  -1.57408  3.14451
N  0.92544  -0.89805  2.26258
C  -0.24734  -0.76674  2.78750
C  -1.45783  -0.17736  2.27215
C  -2.50379  -0.03835  3.21163
C  -3.73654  0.45635  2.86664
C  -3.96504  0.79536  1.51455
C  -2.98495  0.64817  0.56991
C  -1.68085  0.19044  0.91564
O  -0.78821  0.11546  0.03115
H  4.70228  -2.72172  3.39415
H  3.45378  -2.59885  4.56772
H  -0.32814  -1.17866  3.79122
H  -2.30697  -0.32584  4.24159
H  -4.51387  0.57503  3.61147
H  -4.93560  1.18114  1.21464
H  -3.15850  0.90468  -0.47158
Br  2.86317  2.43143  1.46419
C  2.97687  3.35909  -0.23849
Br  4.01870  2.40562  -1.54604
H  3.46385  4.30117  -0.04826
H  1.96954  3.45717  -0.61603
F  -0.61116  -2.25667  -4.66227
C  0.06158  -2.58423  -3.55933
F  1.36250  -2.34589  -3.76474
F  -0.10148  -3.88499  -3.32674
S  -0.55113  -1.64863  -2.10960
O  0.39222  -2.10381  -1.08782
O  -1.92279  -2.02720  -1.96287
N  -0.22379  -0.23283  -2.73159
S  -0.79297  1.20964  -2.39542
O  0.00266  1.92998  -1.43475
O  -2.22167  1.32354  -2.29922
C  -0.33499  1.98550  -3.98441
F  0.96648  1.85005  -4.24731
F  -0.60860  3.28847  -3.89860
F  -1.03001  1.47182  -5.00038

Calculated values
* energy above the lowest of the compared OMol25 structures with the same formula, charge and spin: 0.9487 eV
* HOMO energy: -4.6 eV
* total charge: -1
* largest force on an atom: 0.0241 hartree/bohr
* gap between HOMO and LUMO: 6.80 eV

5.
Formula: C4H5NO
Source: the Open Molecules 2025 dataset
Level of theory: ωB97M-V/def2-TZVPD

Cartesian coordinates (Å):
N  2.27588  0.00242  -0.06866
C  1.01768  0.03701  -0.12291
C  0.19011  1.24714  -0.30764
C  -1.13474  1.23476  -0.28468
C  -1.08555  -0.78503  0.29243
O  0.20624  -1.07623  -0.06006
H  2.60781  -0.95097  0.07388
H  0.72119  2.17844  -0.47872
H  -1.79828  0.26818  -0.28188
H  -1.76294  -1.53381  -0.12499
H  -1.23740  -0.62193  1.36323

Calculated values
* energy above the lowest of the compared OMol25 structures with the same formula, charge and spin: 4.6619 eV
* HOMO energy: -9.5 eV
* largest force on an atom: 0.0088 hartree/bohr
* gap between HOMO and LUMO: 10.17 eV

6.
Formula: C25H19Cl3F2NORbSi
Source: the Open Molecules 2025 dataset
Level of theory: ωB97M-V/def2-TZVPD

Cartesian coordinates (Å):
Rb  -0.58348  0.11022  -0.18348
F  0.70744  6.07750  -2.15162
C  -0.24109  5.29627  -1.53872
C  -0.24442  3.93157  -1.73090
C  -1.20791  3.10035  -1.13065
C  -2.17184  3.76021  -0.32778
C  -2.10932  5.13718  -0.14451
F  -2.99717  5.78723  0.68546
C  -1.15664  5.94338  -0.73339
C  -3.28283  2.97389  0.27989
C  -4.59313  3.46279  0.32137
C  -5.60514  2.66871  0.82639
C  -5.30219  1.39310  1.27380
C  -3.98134  0.97886  1.19322
N  -2.99744  1.74389  0.72774
H  0.54090  3.52263  -2.36244
H  -1.12702  7.00938  -0.56159
H  -4.80347  4.45069  -0.06143
H  -6.62538  3.03583  0.85361
H  -6.06086  0.72033  1.65126
H  -3.70306  -0.02823  1.48298
Cl  -4.31223  -7.10162  -1.60302
C  -3.78301  -5.52234  -1.04847
C  -4.71239  -4.51735  -0.84757
C  -4.28477  -3.27981  -0.41051
Cl  -5.48191  -2.03246  -0.16403
C  -2.92151  -2.93957  -0.13736
O  -2.53115  -1.81600  0.27052
C  -2.03634  -4.04400  -0.37936
Cl  -0.34168  -3.75071  -0.10789
C  -2.43610  -5.28742  -0.81665
H  -5.76394  -4.69153  -1.02944
H  -1.70115  -6.06412  -0.97694
C  3.20594  -2.66918  1.65381
Si  3.00120  -1.26861  0.32894
C  3.27227  -2.33199  -1.26884
C  4.76423  -0.48446  0.48697
C  5.60524  -0.24769  -0.60841
C  6.84499  0.36792  -0.47749
C  7.30147  0.76949  0.77039
C  6.49267  0.54692  1.87999
C  5.25452  -0.06058  1.73135
H  4.09838  -3.28275  1.47422
H  2.32952  -3.32441  1.63802
H  3.27459  -2.25793  2.66535
H  4.20221  -2.91610  -1.23836
H  3.28788  -1.71441  -2.17241
H  2.43778  -3.03068  -1.38485
H  5.28337  -0.55515  -1.59802
H  7.45971  0.53298  -1.35708
H  8.26751  1.25023  0.87790
H  6.82884  0.85464  2.86529
H  4.63925  -0.20707  2.61476

Calculated values
* energy above the lowest of the compared OMol25 structures with the same formula, charge and spin: 0.0000 eV
* HOMO energy: -0.9 eV
* total charge: -2
* largest force on an atom: 0.0028 hartree/bohr
* gap between HOMO and LUMO: 4.98 eV

7.
Formula: C4H6Cl2OSi
Source: the Open Molecules 2025 dataset
Level of theory: ωB97M-V/def2-TZVPD

Cartesian coordinates (Å):
C  0.60190  0.30094  -2.27806
C  -0.50627  -0.21505  -1.33510
C  0.16096  -0.22620  0.05315
C  0.54493  1.14211  0.65865
O  1.07836  -0.19243  -3.22215
Si  1.44334  2.32913  -0.59412
Cl  0.31387  3.95294  -1.10328
Cl  3.27595  2.76082  0.24079
H  -1.34783  0.43209  -1.12130
H  -0.65683  -1.30118  -1.56455
H  -0.51027  -0.82681  0.66659
H  1.07967  -1.04728  0.05858
H  -0.42145  1.71335  0.81061
H  1.04642  0.91731  1.65584

Calculated values
* energy above the lowest of the compared OMol25 structures with the same formula, charge and spin: 0.0000 eV
* HOMO energy: -7.7 eV
* largest force on an atom: 0.0710 hartree/bohr
* gap between HOMO and LUMO: 7.32 eV

8.
Formula: C5H10N2O
Source: the Open Molecules 2025 dataset
Level of theory: ωB97M-V/def2-TZVPD

Cartesian coordinates (Å):
C  2.71154  0.12813  0.10603
N  1.52787  0.44958  -0.66709
C  0.41658  -0.17705  -0.38144
C  0.19920  -1.18697  0.70910
N  -0.54859  0.03979  -1.34787
C  -1.57735  0.84235  -0.84928
C  -2.38544  0.52898  0.37313
O  -1.93081  1.78048  -1.60581
H  3.51295  0.82371  -0.15569
H  2.52621  0.17694  1.18444
H  3.07825  -0.87350  -0.14452
H  1.01890  -1.91048  0.73190
H  0.13254  -0.69162  1.67939
H  -0.71666  -1.75468  0.53545
H  -0.15063  0.39656  -2.21026
H  -1.90768  0.97845  1.24739
H  -2.53258  -0.54067  0.51324
H  -3.37431  0.99002  0.28189

Calculated values
* energy above the lowest of the compared OMol25 structures with the same formula, charge and spin: 0.9436 eV
* HOMO energy: -9.4 eV
* SMILES string: C/N=C(\C)NC(C)=O
* largest force on an atom: 0.1018 hartree/bohr
* gap between HOMO and LUMO: 10.12 eV